1.
DFT (wB97M-V/def2-TZVPD) results for one molecule with the formula C6H9NO.

Computed properties:
SMILES: C=C[C@H]1CCC(=O)N1
LUMO level in hartree: 0.0326
Total charge: 0
HOMO-LUMO gap in eV: 10.321
Max |F| in eV/Å: 2.04
Energy above the lowest of the compared OMol25 structures with the same formula, charge and spin in eV: 1.4980
HOMO level in eV: -9.43

Positions of all 17 atoms, in Å:
C1 2.4351 0.0756 0.3352
C2 1.3723 -0.6696 0.0948
C3 0.2570 -0.1705 -0.8249
C4 -0.9996 -1.0061 -0.4808
C5 -1.8560 -0.0558 0.4589
C6 -1.1227 1.2745 0.3761
O1 -1.2731 2.2659 1.0122
N1 -0.1488 1.2261 -0.6543
H1 2.8740 -0.0150 1.3203
H2 2.8658 0.6982 -0.4398
H3 1.3377 -1.6223 0.6092
H4 0.5832 -0.2354 -1.8678
H5 -1.5560 -1.2999 -1.3636
H6 -0.7658 -1.8295 0.1815
H7 -2.8467 -0.1114 0.0248
H8 -1.7420 -0.3475 1.4987
H9 0.5859 1.8224 -0.2805



2.
DFT (wB97M-V/def2-TZVPD) results for one molecule with the formula C6H9NO2.

Computed properties:
SMILES: C[C@@H](O)Nc1ccco1
LUMO level in hartree: 0.0329
Total charge: 0
HOMO-LUMO gap in eV: 8.491
Max |F| in eV/Å: 4.38
Energy above the lowest of the compared OMol25 structures with the same formula, charge and spin in eV: 3.0017
HOMO level in eV: -7.60

Positions of all 18 atoms, in Å:
C1 -0.3073 -1.8192 -0.8880
C2 0.5051 -0.7524 -1.6016
O1 -0.4351 0.1952 -2.1515
N1 1.3992 0.0630 -0.6673
C3 0.6641 0.5918 0.3705
C4 0.8334 0.7519 1.8093
C5 -0.3042 1.4532 2.2035
C6 -1.1649 1.6524 1.1098
O2 -0.4920 1.2671 0.0270
H1 0.2195 -2.5459 -0.2912
H2 -1.0072 -1.3449 -0.2605
H3 -0.8360 -2.3045 -1.8937
H4 1.2059 -1.1222 -2.4621
H5 -1.1022 0.3720 -1.4903
H6 2.3182 -0.1743 -0.4834
H7 1.5847 0.2387 2.4193
H8 -0.7858 1.4626 3.2284
H9 -2.2952 2.0156 1.0217



3.
DFT (wB97M-V/def2-TZVPD) results for one molecule with the formula C6H9NO2.

Computed properties:
SMILES: O=C1CC[C@@H](O)[C@H]2CN12
LUMO level in hartree: 0.0225
Total charge: 0
HOMO-LUMO gap in eV: 10.167
Max |F| in eV/Å: 6.73
Energy above the lowest of the compared OMol25 structures with the same formula, charge and spin in eV: 3.3416
HOMO level in eV: -9.55

Positions of all 18 atoms, in Å:
O1 -1.1705 2.0537 0.6291
C1 -0.5731 1.2598 -0.0888
C2 0.8946 1.4616 -0.2432
C3 1.5017 0.2062 -0.6618
C4 0.6820 -0.9801 0.1768
O2 0.8257 -0.4677 1.5033
C5 -0.6902 -1.1384 -0.5010
C6 -1.9030 -0.6808 0.1938
N1 -1.2254 0.1779 -0.7417
H1 1.2029 1.7438 0.7846
H2 1.0315 2.3992 -0.9930
H3 1.7026 -0.1159 -1.7490
H4 2.5039 0.1189 -0.2973
H5 1.1696 -1.8888 0.1982
H6 -0.1151 -0.8960 2.0157
H7 -0.9265 -1.8358 -1.3608
H8 -2.8946 -1.0834 -0.0881
H9 -2.0161 -0.3341 1.2233



4.
DFT (wB97M-V/def2-TZVPD) results for a 5-piece molecular cluster, C6H9NO2 overall.

Computed properties:
LUMO level in hartree: -0.0258
Total charge: 0
HOMO-LUMO gap in eV: 8.630
Max |F| in eV/Å: 10.93
Energy above the lowest of the compared OMol25 structures with the same formula, charge and spin in eV: 15.1576
HOMO level in eV: -9.33

Positions of all 18 atoms, in Å:
C1 2.7517 -0.2130 -0.0504
C2 1.2135 -0.5451 -0.4136
C3 0.0820 -0.1985 0.0231
C4 -0.1795 2.1037 0.1109
C5 -1.2508 -1.0949 -0.1933
C6 -2.3953 -0.6202 0.8008
H1 2.8903 -1.2417 1.1782
H2 3.0524 1.3496 -0.2435
H3 3.6543 -0.8731 -1.1223
H4 1.4666 -1.5130 -1.1501
H5 1.0107 3.1728 0.4121
H6 -0.8748 -2.2275 -0.2540
H7 -3.0920 -1.4268 0.9787
H8 -2.2905 0.2734 1.3396
H9 -2.2189 0.3957 -0.9267
N1 -2.5603 -0.4432 -0.6909
O1 0.1881 0.9181 0.8363
O2 -1.4477 2.1837 -0.6349



5.
DFT (wB97M-V/def2-TZVPD) results for one molecule with the formula C6H9NO2.

Computed properties:
Expectation value of S²: 2.007
LUMO level (spin up / spin down) in hartree: 0.0289 / -0.0581
Total charge: 0
HOMO-LUMO gap (spin up / spin down) in eV: 6.469 / 8.001
Max |F| in eV/Å: 11.74
Energy above the lowest of the compared OMol25 structures with the same formula, charge and spin in eV: 4.5331
2S+1: 3
HOMO level (spin up / spin down) in eV: -5.68 / -9.58

Positions of all 18 atoms, in Å:
C1 1.8303 -0.9574 0.5269
C2 4.1287 -0.6836 0.1451
C3 0.7092 -0.5218 0.5348
C4 -0.9658 -0.4972 -1.1776
C5 -1.0449 1.1963 0.7046
C6 -0.6868 -0.2727 0.3686
N1 4.0604 0.4238 -0.4484
O1 4.9715 1.0453 -1.0134
O2 3.0537 -1.3691 0.7364
H1 3.0017 0.6137 -0.4380
H2 4.8458 -1.4113 0.3330
H3 -0.9836 -1.6278 -1.2965
H4 -0.2182 0.0829 -1.6668
H5 -1.9818 -0.2509 -1.3375
H6 -0.8506 1.3672 1.7634
H7 -2.0046 1.4671 0.2472
H8 -0.2423 1.9106 0.1546
H9 -1.2759 -0.9524 1.0606



6.
DFT (wB97M-V/def2-TZVPD) results for a 2-piece molecular cluster, C6H9NO2S overall.

Computed properties:
LUMO level (spin up / spin down) in hartree: -0.0367 / -0.0584
Total charge: 0
HOMO-LUMO gap (spin up / spin down) in eV: 7.198 / 7.150
Max |F| in eV/Å: 4.77
Energy above the lowest of the compared OMol25 structures with the same formula, charge and spin in eV: 7.2987
HOMO level (spin up / spin down) in eV: -8.20 / -8.74

Positions of all 19 atoms, in Å:
C1 -1.5329 1.4316 -0.4007
C2 -0.1980 1.2824 -0.1099
C3 0.2847 -0.1079 -0.0255
C4 -0.7075 -1.0930 -0.4163
C5 0.7803 2.4157 -0.0816
C6 -0.7573 -2.3468 0.3993
N1 1.6949 -0.4184 -0.1366
O1 2.5267 0.4682 0.0067
O2 1.9089 -1.6158 -0.3697
S1 -2.3752 -0.0931 -0.2559
H1 -2.0065 2.3686 -0.6671
H2 0.3811 -0.6647 1.9239
H3 -0.7809 -1.3217 -1.4555
H4 1.4360 2.2095 0.7358
H5 0.3049 3.3546 0.0708
H6 1.4301 2.5314 -0.9701
H7 -0.0655 -3.1288 -0.0725
H8 -1.7996 -2.9775 0.3514
H9 -0.5243 -2.2945 1.4734



7.
DFT (wB97M-V/def2-TZVPD) results for one molecule with the formula C6H9NO3.

Computed properties:
SMILES: [H]/N=C(\O)CCC(=O)CC=O
LUMO level in hartree: 0.0117
Total charge: 0
HOMO-LUMO gap in eV: 10.506
Max |F| in eV/Å: 4.51
Energy above the lowest of the compared OMol25 structures with the same formula, charge and spin in eV: 1.6935
HOMO level in eV: -10.19

Positions of all 19 atoms, in Å:
H1 1.4656 -0.7515 2.9286
N1 0.9187 0.0853 2.3794
C1 0.2981 -0.5977 1.5275
O1 0.7241 -2.0289 1.7720
C2 -0.3806 -0.2514 0.2454
C3 0.5606 0.0784 -0.8982
C4 -0.1367 0.2811 -2.2183
O2 -1.3345 0.1472 -2.3635
C5 0.7539 0.6826 -3.3789
C6 0.0844 0.5167 -4.7153
O3 -0.0093 1.4007 -5.5332
H2 0.5846 -2.5168 0.9511
H3 -1.0458 0.6029 0.4475
H4 -1.0274 -1.0992 -0.0295
H5 1.3055 -0.7209 -1.0366
H6 1.1447 0.9859 -0.6834
H7 1.6583 0.0509 -3.3637
H8 1.0850 1.7215 -3.2376
H9 -0.3166 -0.4971 -4.9310



8.
DFT (wB97M-V/def2-TZVPD) results for a 2-piece molecular cluster, C6H9NO3 overall.

Computed properties:
SMILES: NC(=O)C1=C[C@H]2O[C@H]2C1.O
LUMO level in hartree: 0.0034
Total charge: 0
HOMO-LUMO gap in eV: 9.864
Max |F| in eV/Å: 2.72
Energy above the lowest of the compared OMol25 structures with the same formula, charge and spin in eV: 2.1503
HOMO level in eV: -9.77

Positions of all 19 atoms, in Å:
N1 -0.7114 2.1022 0.6055
C1 -0.6168 1.1411 -0.3661
O1 -0.8130 1.3970 -1.5491
C2 -0.3688 -0.2544 0.0879
C3 -0.2343 -0.6809 1.3566
C4 -0.0307 -2.1595 1.3747
O2 -1.1394 -2.8670 0.8028
C5 -0.0201 -2.5966 -0.0303
C6 -0.1817 -1.3736 -0.9117
H1 -1.6033 2.5354 0.8065
H2 0.1395 2.5785 0.8788
H3 -0.2722 -0.0664 2.2561
H4 0.4904 -2.6676 2.1869
H5 0.5306 -3.4725 -0.3789
H6 -1.0320 -1.4680 -1.6028
H7 0.7177 -1.2103 -1.5238
O3 1.6729 3.0564 -1.7244
H8 1.0948 3.4115 -1.0076
H9 2.3779 2.5947 -1.2612



9.
DFT (wB97M-V/def2-TZVPD) results for a 2-piece molecular cluster, C6H9NO3S overall.

Computed properties:
LUMO level in hartree: 0.0084
Total charge: 0
HOMO-LUMO gap in eV: 9.335
Max |F| in eV/Å: 1.24
Energy above the lowest of the compared OMol25 structures with the same formula, charge and spin in eV: 1.5968
HOMO level in eV: -9.11

Positions of all 20 atoms, in Å:
C1 0.9256 -1.4565 0.0618
C2 0.3795 -0.1164 0.1021
C3 2.2009 -1.7243 0.2514
C4 0.0286 -2.6392 -0.2523
C5 1.3785 0.9651 0.4358
C6 -1.2803 1.5144 -0.2120
N1 -0.8531 0.1374 -0.1674
O1 3.3042 -2.0498 0.3947
O2 -3.0101 -2.0490 -0.3948
O3 -3.3857 -0.3388 1.3060
S1 -3.1197 -0.6455 -0.0745
H1 -0.8661 -2.2708 -0.7439
H2 -0.2755 -3.1458 0.6616
H3 0.5353 -3.3574 -0.8950
H4 0.9661 1.6446 1.1809
H5 1.6173 1.5494 -0.4545
H6 2.2998 0.5364 0.8244
H7 -1.3887 1.9157 0.7979
H8 -0.5862 2.1495 -0.7696
H9 -2.2526 1.5585 -0.7020



10.
DFT (wB97M-V/def2-TZVPD) results for one molecule with the formula C6H9NO3S.

Computed properties:
SMILES: O[C@@H]1[C@@H]2N=CS[C@@H]2OC[C@H]1O
LUMO level in hartree: 0.0276
Total charge: 0
HOMO-LUMO gap in eV: 10.123
Max |F| in eV/Å: 4.10
Energy above the lowest of the compared OMol25 structures with the same formula, charge and spin in eV: 1.8489
HOMO level in eV: -9.37

Positions of all 20 atoms, in Å:
O1 -1.5223 -1.7664 -0.3090
C1 -0.8616 -0.6166 -0.5591
C2 0.6513 -0.8164 -0.6009
N1 1.1574 -1.5144 0.5236
C3 2.2664 -1.0420 0.8466
S1 3.0015 0.2882 -0.0382
C4 1.3974 0.6400 -0.7977
O2 0.9028 1.7137 -0.0607
C5 -0.5675 1.8459 0.1602
C6 -1.1376 0.4776 0.5359
O3 -2.5452 0.5532 0.6631
H1 -1.3929 -1.9604 0.6241
H2 -1.2198 -0.0896 -1.4770
H3 0.9870 -1.3452 -1.5255
H4 2.8397 -1.5618 1.6768
H5 1.3597 0.7160 -1.9109
H6 -1.2643 2.2654 -0.6846
H7 -0.6127 2.5607 0.9756
H8 -0.6240 0.0821 1.4738
H9 -2.8154 -0.4299 0.4838



11.
DFT (wB97M-V/def2-TZVPD) results for one molecule with the formula C6H9NO4S.

Computed properties:
SMILES: COC(=O)[C@@]12C[C@@H]1CNS2(=O)=O
LUMO level in hartree: 0.0194
Total charge: 0
HOMO-LUMO gap in eV: 10.731
Max |F| in eV/Å: 3.87
Energy above the lowest of the compared OMol25 structures with the same formula, charge and spin in eV: 0.9345
HOMO level in eV: -10.20

Positions of all 21 atoms, in Å:
C1 -3.1713 -1.5929 -0.2857
O1 -2.1219 -0.7579 -0.6643
C2 -1.2471 -0.3953 0.3160
O2 -1.4250 -0.6507 1.4572
C3 -0.0385 0.3096 -0.1602
C4 0.4042 0.8374 -1.4863
C5 0.5818 1.6551 -0.2807
C6 2.0167 1.5422 0.4830
N1 2.2877 0.3249 1.3010
S1 1.6537 -0.9457 0.4066
O3 1.3203 -2.1189 1.1352
O4 2.4901 -1.0579 -0.7671
H1 -4.1466 -1.1690 -0.7166
H2 -3.2627 -1.5256 0.7994
H3 -2.9852 -2.6072 -0.6237
H4 -0.4127 1.0602 -2.2329
H5 1.2334 0.2107 -1.8490
H6 0.0413 2.5260 -0.0165
H7 2.7962 1.7128 -0.2670
H8 2.1590 2.3629 1.1912
H9 1.8265 0.2792 2.2603



12.
DFT (wB97M-V/def2-TZVPD) results for one molecule with the formula C6H9NOS2.

Computed properties:
LUMO level (spin up / spin down) in hartree: -0.0388 / -0.0389
Total charge: 0
HOMO-LUMO gap (spin up / spin down) in eV: 5.771 / 5.767
Max |F| in eV/Å: 5.17
Energy above the lowest of the compared OMol25 structures with the same formula, charge and spin in eV: 2.6471
HOMO level (spin up / spin down) in eV: -6.83 / -6.82

Positions of all 19 atoms, in Å:
C1 -0.6265 -0.4753 -0.0288
C2 -2.9946 -0.9409 -0.3304
C3 1.2489 -0.6588 -1.2520
C4 1.4822 -0.5033 1.2416
C5 0.7779 1.6047 0.0066
C6 0.6521 0.0461 -0.0051
N1 -1.6750 -0.9959 -0.0819
O1 -3.5978 -1.7206 -0.9955
S1 -2.8291 1.6357 1.3160
S2 -3.8997 0.4093 0.2900
H1 2.3586 -0.5608 -1.3467
H2 1.1446 -1.7071 -1.1040
H3 0.7286 -0.4423 -2.1685
H4 1.3108 0.3789 1.9907
H5 2.6034 -0.5031 1.1541
H6 1.0430 -1.4833 1.5798
H7 1.6373 1.8580 -0.4602
H8 0.6147 2.0888 0.9221
H9 0.0204 1.9700 -0.7277